C2H7O7P2ReSbSe4 | wB97M-V/def2-TZVPD

```
24
Properties=species:S:1:pos:R:3:nbo_charge:R:1
Re -0.9323 -1.4432 0.1898 0.734
Se -4.7836 -4.8424 -0.3437 -0.589
Sb -3.0418 -4.2230 1.1193 0.976
Se -0.7934 -3.7143 -0.2169 -0.011
Se -2.9898 -1.5761 1.2439 -0.150
Se -2.3196 -5.1391 3.1700 -0.598
C 0.7968 2.7196 -0.3089 -0.645
C 1.1333 1.2380 -0.4941 -0.500
O 2.4695 1.0573 -0.9664 -0.721
P 1.1433 0.3598 1.0871 2.388
O -0.1422 0.8055 1.8715 -0.984
O 2.3324 0.9748 1.9145 -0.970
O 1.0912 -1.1376 0.9702 -1.009
P -0.1045 0.3873 -1.5238 2.328
O -0.0059 1.2823 -2.8298 -0.986
O 0.2367 -1.0691 -1.7215 -1.046
O -1.4387 0.4419 -0.7768 -1.046
H 1.4981 3.1782 0.3881 0.228
H -0.2236 2.8541 0.0486 0.244
H 0.8840 3.2212 -1.2720 0.241
H 2.5064 1.2808 -1.9046 0.496
H -0.1140 1.5544 2.4795 0.546
H 3.2029 0.8934 1.4976 0.541
H -0.4053 0.8961 -3.6216 0.533
```

Its spin multiplicity is 2. The charge is 0. Its largest force on an atom is 0.8 eV Å⁻¹. The molar mass is 828.8 g/mol. The energy above the lowest of the compared OMol25 structures with the same formula, charge and spin comes out at 46.1 kJ/mol. The calculation puts the total energy at -305155.5671 eV.

---

C14H16N2O4S | wB97M-V/def2-TZVPD

```
37
Properties=species:S:1:pos:R:3:nbo_charge:R:1
C -1.1746 -6.5387 2.0887 -0.258
H -2.1192 -7.0416 1.8979 0.195
H -0.3521 -7.0679 1.6029 0.195
H -0.9743 -6.4910 3.1613 0.194
O -1.3049 -5.2312 1.5525 -0.507
C -0.2261 -4.4425 1.6714 0.778
O 0.7976 -4.8027 2.1992 -0.593
C -0.4371 -3.0956 1.0874 -0.170
C -1.6372 -2.7323 0.4824 -0.152
C -1.7924 -1.4658 -0.0453 -0.236
C -0.7411 -0.5579 0.0205 0.238
C 0.4635 -0.9146 0.6172 -0.233
C 0.6090 -2.1779 1.1518 -0.145
H 1.5331 -2.4782 1.6215 0.239
H 1.2738 -0.2049 0.6626 0.233
N -0.8908 0.7412 -0.5224 -0.515
C -0.4487 1.8845 0.1249 0.699
O -0.0012 1.9245 1.2422 -0.574
C -0.5976 3.0348 -0.8372 -0.426
C -1.4789 2.5037 -1.9512 -0.517
C -1.5063 1.0033 -1.7408 0.711
O -1.9767 0.1756 -2.4688 -0.550
H -1.0935 2.7327 -2.9449 0.256
H -2.4985 2.8888 -1.8890 0.251
H -0.9425 3.9522 -0.3621 0.246
S 1.1166 3.3360 -1.4763 0.221
C 1.8549 4.0981 0.0084 -0.535
C 3.3685 4.0478 -0.1175 -0.224
N 3.7742 4.6918 -1.3513 -0.835
H 4.7730 4.6078 -1.4959 0.365
H 3.5350 5.6774 -1.3400 0.354
H 3.6913 3.0043 -0.1675 0.198
H 3.8054 4.4988 0.7919 0.174
H 1.5182 3.5361 0.8787 0.255
H 1.5002 5.1289 0.0627 0.202
H -2.7202 -1.1822 -0.5154 0.235
H -2.4461 -3.4435 0.4326 0.233
```

The charge is 0. Its largest force on an atom is 0.8 eV Å⁻¹. The molar mass is 308.4 g/mol. The energy above the lowest of the compared OMol25 structures with the same formula, charge and spin comes out at 0.0 kJ/mol. The calculation puts the total energy at -36784.3883 eV.

---

C14H19N3O4S | wB97M-V/def2-TZVPD

```
41
Properties=species:S:1:pos:R:3:nbo_charge:R:1
O -0.4789 -0.6846 1.7763 -0.688
C -1.1983 0.0860 1.1634 0.832
N -0.8884 1.4578 1.0437 -0.490
C 0.3081 1.8765 1.7663 -0.254
H 0.6039 1.0919 2.4621 0.251
H 0.0766 2.7917 2.3161 0.199
C 1.3786 2.1396 0.6754 -0.252
N 0.7082 1.8778 -0.5836 -0.652
S 1.0452 0.4121 -1.4023 2.291
O -0.1055 -0.4469 -1.2998 -0.963
O 1.4319 0.7942 -2.7273 -0.929
C 2.4584 -0.3520 -0.6080 -0.369
C 3.7110 -0.0940 -1.1341 -0.122
C 4.8155 -0.7167 -0.5773 -0.235
C 4.6513 -1.5872 0.4899 -0.183
C 3.3885 -1.8397 1.0026 -0.199
C 2.2768 -1.2218 0.4506 -0.194
H 1.2852 -1.3943 0.8401 0.276
H 3.2645 -2.5190 1.8318 0.222
H 5.5133 -2.0739 0.9216 0.218
H 5.8001 -0.5266 -0.9768 0.221
H 3.7913 0.5779 -1.9736 0.238
C -0.7025 2.0118 -0.2864 -0.075
H -1.2769 1.5021 -1.0528 0.237
H -0.9512 3.0806 -0.2644 0.200
H 2.2521 1.4979 0.7795 0.228
H 1.7043 3.1839 0.6854 0.205
N -2.4015 -0.2896 0.6874 -0.443
C -3.4344 0.5359 0.1068 -0.244
H -3.1732 1.5894 0.1766 0.221
H -4.3564 0.3606 0.6782 0.200
C -3.6815 0.1024 -1.3465 -0.079
O -4.0055 -1.2653 -1.4075 -0.524
C -2.9601 -2.0525 -0.8710 -0.088
H -3.2759 -3.0909 -0.9786 0.194
C -2.7200 -1.7013 0.5992 -0.248
H -1.8839 -2.2695 1.0041 0.247
H -3.6246 -1.9007 1.1856 0.193
H -2.0305 -1.8788 -1.4301 0.194
H -4.5320 0.6402 -1.7702 0.195
H -2.7835 0.2948 -1.9527 0.170
```

The charge is 0. Its largest force on an atom is 1.1 eV Å⁻¹. The molar mass is 325.4 g/mol. The energy above the lowest of the compared OMol25 structures with the same formula, charge and spin comes out at 103.3 kJ/mol. The calculation puts the total energy at -38321.2225 eV.

---

C23H56FN2O7Pd | wB97M-V/def2-TZVPD

```
90
Properties=species:S:1:pos:R:3:mulliken_spin:R:1
Pd 0.2849 0.0760 0.0294 1.004
C 1.0540 1.2136 3.6624 -0.007
C -0.3272 0.6546 3.9748 -0.015
C -1.1918 1.8470 4.3978 0.013
C -2.6673 1.5144 4.5382 -0.005
C -3.1608 0.9217 3.2181 0.018
C -2.3338 -0.2332 2.6217 -0.052
N -0.9034 0.0283 2.7942 0.238
O -0.0806 -0.7309 2.0778 0.352
C -2.6645 -0.3027 1.1270 0.026
C -2.7519 -1.5648 3.2771 0.018
C -0.1948 -0.3298 5.1495 0.021
H 1.0710 2.0020 2.9131 0.002
H 1.7354 0.4226 3.3483 0.005
H 1.5270 1.5525 4.5906 0.000
H -1.0409 2.6821 3.7046 -0.004
H -0.7875 2.2600 5.3305 0.000
H -3.2362 2.4114 4.7864 0.000
H -2.7979 0.7921 5.3505 0.000
H -3.1346 1.7504 2.5025 -0.002
H -4.1926 0.5784 3.3154 0.001
H -2.5562 0.6925 0.6972 -0.011
H -3.6817 -0.6723 0.9722 -0.003
H -2.0105 -1.0114 0.6207 0.010
H -3.8393 -1.6373 3.3976 -0.001
H -2.3968 -1.6095 4.3074 -0.001
H -2.4295 -2.4364 2.7104 0.002
H -1.1575 -0.5910 5.5850 0.000
H 0.4002 0.1327 5.9429 0.001
H 0.3279 -1.2366 4.8427 -0.002
C 3.0496 -1.3122 1.5270 -0.018
C 3.7258 -1.0763 0.1813 -0.003
C 3.9841 -2.4627 -0.4180 0.001
C 4.4332 -2.3825 -1.8770 0.001
C 3.4489 -1.5605 -2.6936 -0.001
C 3.0966 -0.1823 -2.1064 0.003
N 2.7871 -0.3583 -0.6750 0.085
O 2.3515 0.8164 -0.1214 0.257
C 1.8398 0.2932 -2.8249 0.001
C 4.2467 0.7926 -2.3746 0.011
C 5.0690 -0.3513 0.4640 0.012
H 3.6919 -1.8341 2.2437 -0.001
H 2.0723 -1.7933 1.4836 0.000
H 2.8822 -0.3457 2.0088 0.012
H 3.0809 -3.0822 -0.3840 0.001
H 4.7238 -3.0240 0.1613 0.000
H 4.3973 -3.3935 -2.3008 0.000
H 5.4773 -2.0622 -1.9168 0.000
H 2.5200 -2.1307 -2.7908 0.001
H 3.8678 -1.4412 -3.6983 0.000
H 2.0051 0.2732 -3.9044 -0.001
H 1.5007 1.2709 -2.4908 0.000
H 1.0116 -0.3901 -2.6234 -0.004
H 4.0850 1.7099 -1.8049 0.001
H 4.2456 1.0311 -3.4402 0.000
H 5.2217 0.3938 -2.0917 0.000
H 5.9193 -0.7538 -0.0919 0.000
H 5.3192 -0.3976 1.5230 -0.001
H 4.9567 0.6930 0.1707 0.002
F -1.1374 0.9467 -1.5060 0.021
C 0.0405 -3.2586 -0.6799 -0.008
O -0.3645 -1.9265 -0.9240 0.026
H 0.4609 -3.3079 0.3249 0.000
H -0.8245 -3.9275 -0.7004 0.000
H 0.8149 -3.5671 -1.3880 0.002
H -0.8783 -1.8911 -1.7587 0.000
C -1.6869 2.7209 -4.4649 0.000
O -0.5821 1.9510 -4.0445 0.000
H -1.6776 2.8089 -5.5541 0.000
H -2.6342 2.2601 -4.1664 0.000
H -1.7031 3.7332 -4.0444 0.000
H -0.7956 1.6048 -3.1555 -0.001
C -4.5829 1.0284 -2.2388 0.000
O -3.4046 0.3330 -2.5611 0.000
H -4.7911 0.9260 -1.1682 0.000
H -4.5554 2.0851 -2.5175 0.000
H -5.4057 0.5539 -2.7792 0.000
H -2.6073 0.6656 -2.0513 -0.002
C -1.3938 -2.1219 -4.2417 0.000
O -2.1888 -2.0808 -3.0641 0.000
H -0.5228 -1.4586 -4.1897 0.000
H -1.0510 -3.1466 -4.3701 0.000
H -1.9524 -1.7710 -5.1146 0.000
H -2.5972 -1.1995 -2.9956 0.000
C -2.8219 3.8762 -0.0359 0.000
O -2.1043 3.5180 -1.2086 0.000
H -2.2109 3.7527 0.8673 -0.001
H -3.0798 4.9282 -0.1666 0.000
H -3.7300 3.2917 0.1291 0.000
H -1.9061 2.5564 -1.1515 -0.001
```

Its spin multiplicity is 3. The charge is -1. Its largest force on an atom is 1.9 eV Å⁻¹. The molar mass is 598.1 g/mol. The energy above the lowest of the compared OMol25 structures with the same formula, charge and spin comes out at 0.0 kJ/mol. The calculation puts the total energy at -48266.8534 eV.